A cluster of 13 separate species, C56H151N13O15 in total in a non-equilibrium geometry, computed with the ωB97M-V functional and the def2-TZVPD basis.

Each line ends with the Löwdin charge.
Atoms and positions in Å:
C 13.072 14.886 20.437  -0.07
C 13.061 16.112 19.592  -0.46
C 12.026 16.012 18.435  -0.17
O 11.780 17.255 17.789  -0.18
C 12.860 17.657 16.985  -0.11
N 12.926 17.305 20.411  0.06
H 13.918 14.817 21.107  0.05
H 13.037 13.982 19.796  0.10
H 12.219 14.804 21.095  0.08
H 14.017 16.219 19.074  0.10
H 11.058 15.721 18.877  0.13
H 12.247 15.238 17.725  0.11
H 12.569 18.606 16.514  0.09
H 13.056 16.940 16.189  0.08
H 13.793 17.890 17.508  0.07
H 12.222 17.150 21.120  0.08
H 12.699 18.114 19.788  0.10
C 20.878 16.549 20.813  -0.08
C 19.591 17.202 21.049  -0.46
C 18.455 16.271 21.623  -0.18
O 17.206 16.944 21.560  -0.20
C 16.125 16.022 21.546  -0.12
N 19.847 18.225 22.050  0.03
H 20.724 15.753 20.067  0.08
H 21.238 16.067 21.731  0.09
H 21.632 17.243 20.450  0.08
H 19.111 17.699 20.180  0.12
H 18.675 16.103 22.676  0.13
H 18.453 15.307 21.099  0.10
H 15.190 16.616 21.440  0.06
H 15.973 15.402 22.453  0.10
H 16.222 15.366 20.639  0.07
H 19.085 18.714 22.543  0.08
H 20.289 18.935 21.470  0.06
C 17.914 21.651 10.445  -0.05
C 16.606 22.399 10.550  -0.44
C 16.026 22.762 9.202  -0.19
O 16.790 23.702 8.480  -0.19
C 16.867 24.989 9.083  -0.09
N 15.677 21.544 11.274  0.10
H 18.276 21.310 11.416  0.07
H 18.721 22.232 9.923  0.10
H 17.716 20.742 9.898  0.06
H 16.857 23.300 11.134  0.09
H 15.085 23.289 9.249  0.11
H 15.929 21.830 8.626  0.14
H 17.300 25.746 8.442  0.09
H 17.371 24.949 10.074  0.06
H 15.824 25.278 9.260  0.09
H 16.010 21.119 12.096  0.03
H 14.851 22.028 11.470  0.01
C 20.412 10.399 21.505  -0.05
C 19.938 11.099 20.224  -0.43
C 18.738 11.982 20.319  -0.21
O 17.700 11.366 21.075  -0.18
C 16.614 12.208 21.241  -0.13
N 20.984 11.896 19.538  0.03
H 21.121 9.598 21.250  0.08
H 19.597 9.949 22.027  0.06
H 20.966 11.070 22.170  0.08
H 19.718 10.319 19.483  0.14
H 18.435 12.262 19.308  0.12
H 18.992 12.893 20.844  0.11
H 16.249 12.643 20.269  0.09
H 16.886 13.016 21.931  0.08
H 15.810 11.660 21.776  0.10
H 21.676 11.335 19.077  0.06
H 21.466 12.476 20.235  0.07
C 19.575 25.121 18.785  -0.07
C 19.171 23.959 17.883  -0.42
C 20.081 22.772 18.247  -0.18
O 19.621 21.537 17.619  -0.24
C 20.340 20.341 18.046  -0.09
N 17.780 23.600 18.161  0.04
H 19.666 24.853 19.851  0.09
H 18.867 25.937 18.680  0.07
H 20.528 25.545 18.480  0.08
H 19.179 24.276 16.820  0.13
H 20.059 22.585 19.365  0.14
H 21.082 22.967 17.872  0.12
H 21.358 20.354 17.595  0.10
H 19.781 19.449 17.720  0.05
H 20.432 20.284 19.102  0.05
H 17.519 22.793 17.594  0.05
H 17.690 23.330 19.176  0.06
C 15.542 27.259 17.466  -0.07
C 14.897 26.324 16.438  -0.45
C 15.546 26.600 15.069  -0.18
O 15.076 25.671 14.075  -0.21
C 15.566 25.796 12.757  -0.11
N 15.040 24.978 16.922  0.06
H 15.097 27.064 18.422  0.07
H 15.538 28.327 17.170  0.09
H 16.591 26.927 17.514  0.07
H 13.837 26.595 16.312  0.14
H 16.676 26.464 15.170  0.13
H 15.295 27.628 14.756  0.12
H 15.270 24.952 12.186  0.06
H 16.660 25.849 12.663  0.07
H 15.218 26.699 12.256  0.09
H 15.919 24.766 17.422  0.05
H 14.721 24.229 16.365  0.02
C 12.633 14.134 14.566  -0.07
C 12.271 14.560 13.134  -0.43
C 11.984 16.078 13.142  -0.22
O 13.183 16.720 13.431  -0.21
C 13.167 18.124 13.288  -0.10
N 13.329 14.208 12.208  0.04
H 13.027 13.143 14.463  0.06
H 11.790 14.169 15.270  0.07
H 13.372 14.863 15.039  0.08
H 11.373 13.976 12.859  0.14
H 11.184 16.243 13.887  0.13
H 11.616 16.351 12.128  0.13
H 12.805 18.637 14.188  0.06
H 12.610 18.468 12.406  0.10
H 14.182 18.532 13.225  0.06
H 14.265 14.507 12.505  0.06
H 13.161 14.484 11.252  0.07
C 16.971 18.338 11.410  -0.07
C 16.876 16.839 11.442  -0.42
C 17.062 16.351 12.907  -0.21
O 16.936 14.944 12.919  -0.20
C 17.056 14.332 14.211  -0.08
N 15.641 16.467 10.794  0.07
H 16.947 18.746 10.422  0.06
H 17.954 18.548 11.820  0.07
H 16.204 18.826 11.994  0.06
H 17.724 16.373 10.899  0.15
H 16.297 16.751 13.591  0.11
H 18.003 16.727 13.388  0.11
H 18.046 14.510 14.634  0.08
H 16.850 13.271 14.094  0.09
H 16.252 14.738 14.840  0.07
H 14.837 16.781 11.293  0.05
H 15.557 15.469 10.667  0.07
C 13.710 22.566 14.363  -0.07
C 12.984 21.665 13.371  -0.41
C 11.666 21.160 13.932  -0.21
O 10.938 20.504 12.914  -0.22
C 9.614 20.036 13.117  -0.09
N 12.845 22.525 12.170  0.04
H 14.073 22.078 15.294  0.09
H 13.049 23.424 14.615  0.09
H 14.581 23.121 13.967  0.06
H 13.644 20.851 13.075  0.11
H 11.089 22.022 14.417  0.15
H 11.896 20.463 14.793  0.12
H 8.867 20.822 13.340  0.09
H 9.605 19.313 13.940  0.08
H 9.358 19.525 12.183  0.09
H 12.383 23.407 12.346  0.08
H 12.276 21.998 11.505  0.08
C 19.608 25.050 13.667  -0.07
C 19.525 24.402 12.340  -0.43
C 19.765 25.346 11.163  -0.24
O 18.920 26.456 11.167  -0.19
C 19.455 27.488 10.382  -0.11
N 20.535 23.314 12.141  0.06
H 20.512 25.685 13.715  0.10
H 19.581 24.243 14.424  0.06
H 18.704 25.701 13.888  0.09
H 18.513 23.934 12.314  0.11
H 19.650 24.779 10.251  0.11
H 20.813 25.579 11.235  0.12
H 18.746 28.234 10.043  0.09
H 19.952 27.136 9.481  0.09
H 20.198 28.040 10.956  0.09
H 21.388 23.414 12.659  0.06
H 20.154 22.402 12.316  0.05
C 17.697 20.475 20.462  -0.05
C 16.426 21.332 20.492  -0.39
C 15.351 20.494 21.213  -0.20
O 15.641 20.326 22.580  -0.16
C 15.015 19.215 23.175  -0.11
N 16.769 22.680 20.995  0.04
H 18.466 20.814 19.784  0.03
H 17.532 19.446 20.198  0.05
H 18.243 20.502 21.433  0.09
H 16.055 21.394 19.461  0.13
H 15.280 19.526 20.756  0.10
H 14.408 21.005 21.059  0.12
H 13.914 19.320 23.328  0.10
H 15.360 19.075 24.203  0.09
H 15.194 18.292 22.693  0.04
H 15.866 23.159 21.172  0.10
H 17.258 22.643 21.881  0.08
C 17.234 22.645 14.455  -0.10
O 16.540 21.437 14.498  -0.20
C 16.696 20.665 15.664  -0.22
C 16.197 19.313 15.362  -0.21
N 16.012 18.541 16.539  -0.04
C 17.219 18.044 17.133  -0.20
C 16.873 17.059 18.222  -0.19
O 16.094 16.047 17.567  -0.19
C 16.017 14.744 18.126  -0.11
H 16.875 23.063 13.539  0.06
H 18.350 22.553 14.493  0.10
H 16.946 23.300 15.299  0.09
H 16.287 21.193 16.456  0.10
H 17.753 20.605 15.934  0.12
H 16.851 18.800 14.627  0.12
H 15.208 19.418 14.984  0.10
H 15.383 17.799 16.259  0.09
H 17.795 18.869 17.566  0.10
H 17.869 17.533 16.367  0.13
H 16.410 17.640 18.990  0.10
H 17.753 16.623 18.701  0.11
H 15.751 13.960 17.368  0.11
H 15.399 14.672 19.031  0.04
H 16.978 14.433 18.546  0.07
C 21.092 16.651 16.576  -0.08
O 21.671 16.800 15.276  -0.18
C 20.747 17.185 14.305  -0.26
C 21.393 17.374 12.919  -0.22
N 21.909 16.091 12.476  -0.07
C 22.846 16.206 11.374  -0.20
C 24.293 16.519 11.891  -0.14
O 24.733 15.412 12.824  -0.20
C 26.001 15.660 13.354  -0.16
H 21.855 16.351 17.285  0.08
H 20.299 15.894 16.579  0.09
H 20.672 17.631 16.925  0.07
H 20.275 18.206 14.511  0.13
H 19.904 16.483 14.158  0.10
H 22.209 18.105 13.041  0.11
H 20.645 17.771 12.179  0.13
H 22.371 15.681 13.289  0.10
H 22.504 17.037 10.712  0.12
H 22.767 15.299 10.762  0.11
H 24.202 17.501 12.354  0.10
H 25.012 16.569 11.077  0.11
H 26.835 15.589 12.585  0.10
H 26.257 14.831 14.028  0.09
H 26.087 16.552 13.926  0.07

Values from the calculation:
HOMO level: -8.4272 eV
LUMO: 0.50 eV
relative energy (zero: lowest compared OMol25 entry of this formula, charge and spin): 0.0000 eV
maximum force: 3.92 eV/A

***

A cluster of 14 separate species, C56H154N14O14 in total in a non-equilibrium geometry, computed with the ωB97M-V functional and the def2-TZVPD basis.

Each line ends with the Löwdin charge.
Atoms and positions in Å:
C -2.193 2.496 3.487  -0.04
C -2.135 3.700 4.446  -0.45
C -3.447 4.392 4.732  -0.19
O -3.248 5.497 5.627  -0.20
C -4.388 6.206 6.107  -0.10
N -1.631 3.129 5.659  0.05
H -2.864 1.776 3.948  0.06
H -1.189 2.027 3.377  0.08
H -2.504 2.675 2.453  0.05
H -1.462 4.476 4.059  0.14
H -4.110 3.679 5.250  0.13
H -3.862 4.729 3.777  0.13
H -5.012 6.602 5.302  0.08
H -4.019 7.019 6.717  0.08
H -5.069 5.615 6.721  0.08
H -0.640 3.042 5.576  0.03
H -1.813 3.821 6.386  0.09
C -4.998 -5.725 5.938  -0.06
C -3.951 -4.652 5.904  -0.48
C -4.022 -3.644 4.763  -0.20
O -3.894 -4.297 3.530  -0.20
C -3.942 -3.534 2.338  -0.12
N -4.021 -3.908 7.111  0.05
H -4.757 -6.416 6.751  0.08
H -5.075 -6.291 5.009  0.08
H -5.984 -5.305 6.171  0.08
H -2.945 -5.064 5.773  0.13
H -3.187 -2.946 4.922  0.10
H -4.985 -3.154 4.777  0.13
H -4.893 -2.963 2.256  0.08
H -3.922 -4.225 1.480  0.08
H -3.089 -2.880 2.214  0.06
H -3.638 -4.391 7.921  0.09
H -3.395 -3.114 7.056  0.04
C -1.341 4.938 0.362  -0.05
C -1.581 5.912 -0.798  -0.43
C -0.806 5.458 -2.038  -0.21
O 0.538 5.090 -1.766  -0.22
C 1.442 6.126 -1.477  -0.09
N -3.002 5.997 -1.082  0.04
H -2.020 5.212 1.174  0.07
H -0.346 4.939 0.786  0.07
H -1.512 3.892 0.075  0.08
H -1.300 6.950 -0.554  0.14
H -0.935 6.207 -2.819  0.12
H -1.224 4.564 -2.506  0.09
H 1.030 6.796 -0.699  0.10
H 1.802 6.661 -2.355  0.08
H 2.402 5.707 -1.206  0.08
H -3.453 6.398 -0.274  0.07
H -3.368 5.076 -1.268  0.06
C 1.602 3.676 -8.962  -0.06
C 0.210 3.609 -8.364  -0.41
C 0.025 4.400 -7.079  -0.17
O 0.907 3.822 -6.072  -0.23
C 0.855 4.489 -4.826  -0.11
N -0.785 4.124 -9.372  0.03
H 1.617 3.067 -9.864  0.08
H 2.421 3.314 -8.368  0.07
H 1.848 4.718 -9.154  0.08
H -0.069 2.551 -8.228  0.12
H -0.990 4.281 -6.714  0.11
H 0.371 5.435 -7.171  0.13
H 1.296 5.483 -4.883  0.09
H 1.430 3.841 -4.172  0.07
H -0.167 4.546 -4.381  0.08
H -0.574 5.067 -9.625  0.05
H -0.759 3.574 -10.213  0.06
C -0.697 -5.436 1.935  -0.05
C 0.217 -5.954 3.045  -0.42
C -0.411 -7.069 3.890  -0.20
O 0.459 -7.516 4.919  -0.18
C -0.067 -8.475 5.772  -0.13
N 1.423 -6.544 2.399  0.04
H -0.209 -4.671 1.309  0.07
H -1.640 -5.017 2.289  0.06
H -0.851 -6.261 1.244  0.08
H 0.484 -5.099 3.669  0.11
H -0.659 -7.930 3.266  0.13
H -1.406 -6.773 4.289  0.13
H -0.949 -8.142 6.305  0.08
H 0.623 -8.760 6.549  0.08
H -0.369 -9.378 5.272  0.08
H 1.958 -5.812 1.915  0.08
H 1.945 -6.954 3.163  0.06
C 4.751 -2.785 -4.393  -0.06
C 3.604 -1.897 -3.940  -0.44
C 2.277 -2.400 -4.574  -0.21
O 2.248 -2.495 -5.957  -0.16
C 2.247 -1.242 -6.620  -0.09
N 3.636 -1.781 -2.489  0.06
H 4.583 -3.779 -3.970  0.08
H 5.650 -2.453 -3.873  0.08
H 4.926 -2.809 -5.467  0.08
H 3.893 -0.951 -4.417  0.11
H 1.429 -1.790 -4.208  0.11
H 2.133 -3.425 -4.259  0.12
H 1.469 -0.535 -6.341  0.07
H 2.089 -1.375 -7.684  0.09
H 3.159 -0.652 -6.543  0.08
H 2.809 -1.268 -2.162  0.05
H 3.680 -2.739 -2.145  0.09
C -4.421 -0.115 6.526  -0.04
C -3.248 0.012 7.467  -0.44
C -1.951 -0.240 6.750  -0.24
O -1.919 -1.574 6.384  -0.22
C -0.892 -1.946 5.503  -0.09
N -3.316 1.322 8.162  0.04
H -4.378 -1.035 5.969  0.05
H -4.336 0.694 5.762  0.08
H -5.331 -0.087 7.074  0.07
H -3.292 -0.740 8.258  0.14
H -1.110 -0.070 7.429  0.13
H -1.819 0.453 5.905  0.11
H -0.859 -3.026 5.364  0.09
H 0.104 -1.678 5.849  0.08
H -1.034 -1.379 4.573  0.08
H -2.554 1.381 8.845  0.07
H -3.134 2.025 7.443  0.04
C 1.245 1.374 5.192  -0.04
C 2.699 1.091 4.622  -0.43
C 3.110 -0.331 4.825  -0.21
O 2.095 -1.100 4.166  -0.23
C 2.518 -2.474 3.999  -0.07
N 2.716 1.494 3.259  0.05
H 0.520 0.694 4.679  0.06
H 0.857 2.381 4.918  0.06
H 1.108 1.081 6.223  0.07
H 3.486 1.688 5.135  0.14
H 3.316 -0.574 5.886  0.13
H 4.077 -0.535 4.307  0.12
H 1.687 -3.107 3.688  0.06
H 2.893 -2.856 4.953  0.09
H 3.303 -2.614 3.252  0.08
H 3.639 1.507 2.795  0.06
H 2.185 0.804 2.721  0.05
C 4.558 -0.913 0.846  -0.06
C 5.163 0.365 0.328  -0.45
C 6.279 0.939 1.229  -0.19
O 5.734 1.474 2.411  -0.23
C 6.629 2.089 3.329  -0.09
N 5.709 0.035 -0.957  0.06
H 3.581 -1.163 0.407  0.07
H 4.317 -0.870 1.911  0.05
H 5.243 -1.741 0.639  0.09
H 4.417 1.166 0.281  0.12
H 6.799 1.732 0.674  0.10
H 7.062 0.207 1.500  0.14
H 5.985 2.594 4.054  0.09
H 7.258 2.810 2.803  0.09
H 7.226 1.413 3.927  0.08
H 5.227 -0.731 -1.421  0.03
H 5.779 0.823 -1.600  0.05
C -4.005 0.449 0.840  -0.02
C -4.096 -0.293 -0.550  -0.43
C -2.805 -0.269 -1.279  -0.23
O -2.249 1.016 -1.500  -0.20
C -3.004 1.842 -2.365  -0.10
N -4.436 -1.654 -0.234  0.05
H -3.832 1.521 0.768  0.06
H -3.140 0.021 1.373  0.06
H -4.903 0.301 1.462  0.08
H -4.839 0.128 -1.244  0.13
H -2.961 -0.774 -2.245  0.13
H -2.050 -0.891 -0.805  0.10
H -2.358 2.698 -2.535  0.07
H -3.937 2.197 -1.927  0.09
H -3.262 1.426 -3.339  0.07
H -5.271 -1.753 0.314  0.07
H -4.663 -2.185 -1.068  0.09
C -2.038 0.255 -8.753  -0.06
C -3.157 0.310 -7.695  -0.41
C -2.632 1.037 -6.448  -0.18
O -1.444 0.363 -6.015  -0.19
C -0.632 1.001 -5.112  -0.13
N -4.372 0.919 -8.283  0.04
H -1.025 -0.080 -8.465  0.08
H -2.005 1.224 -9.260  0.06
H -2.357 -0.439 -9.524  0.07
H -3.474 -0.693 -7.381  0.14
H -3.351 1.160 -5.616  0.11
H -2.355 2.076 -6.689  0.12
H -1.188 1.470 -4.285  0.07
H 0.021 1.788 -5.542  0.09
H 0.072 0.304 -4.686  0.06
H -4.264 1.885 -8.526  0.06
H -5.166 0.793 -7.671  0.06
C 7.678 3.768 -1.782  -0.07
C 6.467 4.593 -2.078  -0.43
C 5.248 3.689 -2.123  -0.20
O 5.409 2.710 -3.140  -0.19
C 4.252 1.986 -3.501  -0.10
N 6.309 5.659 -1.047  0.04
H 7.713 3.432 -0.722  0.08
H 8.571 4.372 -1.907  0.08
H 7.779 2.921 -2.431  0.07
H 6.563 5.123 -3.033  0.15
H 4.343 4.270 -2.292  0.11
H 5.124 3.207 -1.137  0.12
H 3.811 1.497 -2.617  0.07
H 4.471 1.213 -4.235  0.08
H 3.470 2.573 -3.993  0.08
H 6.706 5.296 -0.193  0.06
H 6.813 6.448 -1.412  0.06
C 1.150 2.067 -1.457  -0.02
C 1.207 0.559 -0.920  -0.35
C 0.477 0.395 0.390  -0.18
O 0.518 -1.003 0.696  -0.19
C -0.317 -1.313 1.786  -0.10
N 0.659 -0.219 -2.070  0.06
H 1.688 2.196 -2.386  0.04
H 1.510 2.795 -0.727  0.08
H 0.107 2.238 -1.679  0.05
H 2.260 0.282 -0.821  0.10
H -0.568 0.733 0.280  0.12
H 0.957 0.950 1.192  0.11
H -0.186 -2.359 2.053  0.07
H -1.352 -1.152 1.480  0.06
H -0.066 -0.705 2.679  0.07
H 0.573 -1.219 -1.872  0.05
H -0.265 0.099 -2.368  0.05
C -1.220 -7.330 -3.469  -0.06
C -2.018 -7.064 -2.223  -0.47
C -2.346 -5.589 -1.954  -0.20
O -1.111 -4.895 -1.778  -0.20
C -1.185 -3.516 -1.474  -0.12
N -3.219 -7.881 -2.271  0.03
H -1.136 -8.414 -3.562  0.08
H -0.230 -6.868 -3.464  0.08
H -1.751 -6.972 -4.363  0.08
H -1.481 -7.353 -1.319  0.14
H -2.962 -5.515 -1.047  0.11
H -2.843 -5.060 -2.774  0.13
H -2.039 -3.228 -0.828  0.07
H -1.243 -2.896 -2.408  0.09
H -0.269 -3.268 -0.931  0.07
H -3.768 -7.676 -1.428  0.08
H -3.728 -7.605 -3.115  0.08

Values from the calculation:
HOMO level: -8.6210 eV
LUMO: 0.32 eV
relative energy (zero: lowest compared OMol25 entry of this formula, charge and spin): 2.3797 eV
maximum force: 2.80 eV/A